Record 1
DFT (wB97M-V/def2-TZVPD) results for a 2-piece molecular cluster, C26H45BrF9I2N4O3S2 overall at a distorted geometry.

Last column: Mulliken charge in e.
Positions of all 92 atoms, in Å:
C1 3.43923 -2.61510 1.42116  -1.479
C2 2.06058 -2.90404 0.79017  0.480
C3 1.02602 -3.30143 1.85783  -1.314
C4 0.05754 -2.18688 2.24704  0.625
C5 -0.63681 -2.52017 3.57484  -1.544
N1 0.78742 -0.90411 2.33315  0.822
C6 0.22434 0.24548 2.35626  -1.748
N2 -1.14498 0.37488 2.23906  0.317
C7 -1.51320 1.19117 1.04519  -0.062
C8 -3.00584 1.48663 1.21464  -0.391
C9 -3.85687 0.20505 1.29288  -1.355
C10 -3.90841 -0.55523 -0.02642  -0.351
Br1 -5.33445 0.19656 -1.15249  -0.178
C11 -0.51554 2.39960 0.80739  3.055
C12 0.49290 1.92150 -0.27151  -1.756
C13 1.33875 2.99405 -0.99648  -1.226
C14 2.64788 2.39714 -1.52972  -1.697
C15 2.30934 1.42566 -2.68456  -0.615
C16 3.10921 0.15082 -2.57391  0.585
F1 2.91878 -0.48481 -1.38170  -0.049
F2 4.43808 0.49928 -2.60286  -0.395
C17 2.92572 -0.83111 -3.77450  0.380
F3 4.01040 -1.61755 -3.89025  -0.268
F4 2.81007 -0.12127 -4.91293  -0.280
S1 1.41910 -1.97453 -3.59222  1.321
F5 2.16140 -2.71077 -2.41120  -0.290
F6 0.73014 -0.95075 -2.57919  -0.313
F7 0.63519 -1.26751 -4.77376  -0.319
F8 2.02811 -2.98458 -4.64107  -0.330
F9 0.19332 -2.93258 -3.35700  -0.294
C18 -1.13299 3.75087 0.40813  -2.691
I1 -2.22463 4.76715 2.00534  0.120
C19 -2.03013 3.83792 -0.86486  -0.431
C20 -2.09670 2.66802 -1.83826  -0.961
I2 -1.41451 5.56756 -2.01439  0.092
C21 0.22960 2.59407 2.15262  -1.568
N3 1.07407 3.77686 2.18794  -0.644
C22 2.26268 3.66172 1.97430  0.608
O1 3.38466 3.59011 1.78754  -0.422
N4 1.02481 1.39868 2.49916  0.892
O2 1.22982 1.45801 3.91896  -0.486
C23 2.57661 1.12415 4.28393  -0.164
C24 3.17264 2.24485 5.13535  -1.296
H1 3.96757 -1.83965 0.87087  0.231
H2 3.33720 -2.24501 2.44450  0.419
H3 4.05811 -3.50400 1.46775  0.404
H4 1.74408 -1.99349 0.28705  -0.510
H5 2.18871 -3.70320 0.07245  0.555
H6 0.44305 -4.16877 1.56611  0.408
H7 1.56147 -3.58565 2.76406  0.545
H8 -0.69068 -2.07769 1.46883  0.275
H9 -0.19902 -1.98044 4.40859  0.317
H10 -1.68639 -2.24692 3.50701  0.275
H11 -0.60225 -3.59080 3.73814  0.469
H12 1.80151 -0.92298 2.39258  0.075
H13 -1.52661 0.79110 3.08614  0.506
H14 -1.42051 0.49666 0.21375  0.157
H15 -3.13548 1.98043 2.17419  0.654
H16 -3.43416 2.06951 0.40971  -0.130
H17 -3.59507 -0.42688 2.13695  0.342
H18 -4.86496 0.56094 1.48828  0.639
H19 -3.02226 -0.44180 -0.63857  0.016
H20 -4.16699 -1.59962 0.08056  0.527
H21 1.18463 1.18845 0.14647  0.322
H22 -0.05315 1.37894 -1.03394  1.087
H23 0.78712 3.30112 -1.88512  0.207
H24 1.52048 3.90190 -0.43289  0.802
H25 3.19981 1.90640 -0.73491  0.471
H26 3.23152 3.21100 -1.94502  0.584
H27 2.56466 1.89886 -3.62559  0.672
H28 1.24702 1.21175 -2.70689  0.301
H29 -0.33201 4.46045 0.28260  1.146
H30 -3.03791 4.09373 -0.57013  0.906
H31 -2.36023 1.71684 -1.38474  -0.066
H32 -1.15194 2.53000 -2.35617  0.395
H33 -2.83390 2.88694 -2.60360  0.550
H34 -0.47949 2.70533 2.97085  1.367
H35 3.20368 0.98074 3.40781  0.279
H36 2.58403 0.20298 4.86417  0.373
H37 4.24321 2.31546 4.98080  0.342
H38 2.99163 2.04952 6.18764  0.368
H39 2.68905 3.18482 4.88738  0.329
C25 -2.56847 -4.75683 -3.89145  -1.056
S2 -3.57678 -3.58935 -2.96984  0.711
O3 -4.05819 -4.29124 -1.75238  -0.664
C26 -4.93746 -3.55219 -4.14053  -1.013
H40 -1.67166 -4.95780 -3.30979  0.251
H41 -3.12650 -5.68098 -4.03976  0.430
H42 -2.29184 -4.31867 -4.85048  0.348
H43 -5.33143 -4.55962 -4.27184  0.335
H44 -4.58594 -3.15157 -5.09122  0.357
H45 -5.71065 -2.90411 -3.73396  0.304

Maximum force ... 0.0411 Eh/bohr
Charge ... +1
E_HOMO ... -0.40044 hartree
M ... 1030.50 g/mol
Energy relative to the best compared isomer or geometry (same formula, charge and spin) ... 0.0 kcal per mole
Lowest unoccupied orbital energy ... -3.8 eV
Orbital gap ... 7.10 eV

=====

Record 2
DFT (wB97M-V/def2-TZVPD) results for C26H46BIrN8O2 as an isolated structure.

Last column: Mulliken charge in e.
Positions of all 84 atoms, in Å:
Ir1 0.02998 -0.53713 -0.63703  2.812
C1 -2.19947 1.50083 3.93307  -1.400
C2 -2.28958 0.84556 2.59108  0.524
C3 -3.33859 0.13820 2.05061  -1.228
C4 -2.93915 -0.24505 0.76109  -0.729
N1 -1.68824 0.18060 0.56165  0.107
N2 -1.30081 0.86580 1.67670  1.084
B1 0.00891 1.67961 1.67425  -1.288
N3 1.27776 0.80991 1.71689  0.889
N4 1.69723 0.15691 0.59692  0.171
C5 2.90048 -0.36261 0.85490  -0.720
C6 3.25538 -0.03195 2.16965  -1.243
C7 2.20788 0.70160 2.68291  0.614
C8 2.04600 1.27270 4.05633  -1.457
C9 3.70469 -1.17190 -0.14315  2.443
C10 5.18410 -0.80167 -0.01059  -1.909
C11 3.24030 -0.89923 -1.57505  -1.482
C12 3.51352 -2.66526 0.17299  -1.442
N5 0.04760 2.44282 0.29009  0.250
N6 0.04223 1.73569 -0.90133  0.519
C13 0.07274 2.58879 -1.95097  -0.598
C14 0.10415 3.86556 -1.43737  -0.997
C15 0.08473 3.72375 0.02609  0.648
C16 0.09472 4.78246 1.04328  -1.382
C17 0.05198 2.15972 -3.39873  2.114
C18 -1.22606 2.70977 -4.04888  -1.609
C19 0.08102 0.63493 -3.52422  -1.240
C20 1.29054 2.74358 -4.09871  -1.592
C21 -3.78053 -1.00664 -0.24525  2.304
C22 -3.20044 -0.93179 -1.65902  -1.276
C23 -3.87451 -2.47111 0.21388  -1.464
C24 -5.17933 -0.38349 -0.29370  -1.851
H1 -3.12147 1.33063 4.48154  0.410
H2 -2.04648 2.57748 3.84430  0.267
H3 -1.37075 1.09647 4.51535  0.209
H4 -4.28517 -0.05979 2.53165  0.515
H5 0.01543 2.45456 2.58334  -0.085
H6 4.16228 -0.29817 2.69115  0.499
H7 2.88510 0.97233 4.67740  0.425
H8 1.12466 0.91382 4.51668  0.202
H9 2.00437 2.36332 4.04135  0.268
H10 5.33099 0.27540 -0.11046  0.405
H11 5.76764 -1.30468 -0.78456  0.438
H12 5.57937 -1.11146 0.95825  0.372
H13 3.37057 0.15146 -1.84340  0.379
H14 2.17857 -1.15671 -1.69815  -0.189
H15 3.79880 -1.51540 -2.28162  0.551
H16 3.83055 -2.89232 1.19150  0.397
H17 4.10157 -3.27616 -0.51696  0.473
H18 2.46072 -2.94114 0.07584  0.072
H19 0.14366 4.79823 -1.98315  0.616
H20 0.12450 5.76243 0.57518  0.423
H21 0.96456 4.67394 1.69715  0.332
H22 -0.79674 4.71253 1.67191  0.327
H23 -2.12049 2.26710 -3.60105  0.305
H24 -1.22637 2.48163 -5.11563  0.464
H25 -1.29238 3.79511 -3.93871  0.386
H26 -0.70825 0.17126 -2.91402  -0.086
H27 1.06246 0.23936 -3.24750  0.035
H28 -0.11186 0.34213 -4.55651  0.549
H29 1.34389 3.82872 -3.98038  0.392
H30 1.24917 2.52385 -5.16644  0.450
H31 2.20857 2.31043 -3.69331  0.323
H32 -3.74097 -1.60612 -2.32796  0.537
H33 -2.15495 -1.23311 -1.68446  -0.241
H34 -3.27337 0.08145 -2.05762  0.287
H35 -2.87645 -2.89292 0.37987  0.061
H36 -4.39662 -3.07123 -0.53613  0.463
H37 -4.42646 -2.55028 1.15122  0.391
H38 -5.13046 0.66449 -0.59789  0.399
H39 -5.66985 -0.43430 0.67925  0.362
H40 -5.79995 -0.92132 -1.01430  0.452
C25 0.00152 -5.27499 2.06005  -0.957
O1 0.02911 -3.84378 2.24877  -0.372
C26 0.04939 -3.03519 1.21996  0.117
O2 0.03730 -1.82529 1.35891  -0.119
N7 0.12584 -3.58298 -0.03540  -0.050
N8 0.18811 -2.71471 -1.13649  -1.005
H41 -0.06686 -5.69338 3.05511  0.250
H42 0.92171 -5.62037 1.58852  0.372
H43 -0.87578 -5.57307 1.48533  0.387
H44 0.10932 -4.57426 -0.19988  0.232
H45 -0.61849 -2.88258 -1.72971  0.382
H46 1.02123 -2.93331 -1.67628  0.356

Maximum force ... 0.0147 Eh/bohr
Charge ... +2
E_HOMO (spin up / spin down) ... -0.50876 / -0.51113 hartree
M ... 705.74 g/mol
Energy relative to the best compared isomer or geometry (same formula, charge and spin) ... 3.5 kcal per mole
Lowest unoccupied orbital energy (spin up / spin down) ... -4.8 / -9.2 eV
Orbital gap (spin up / spin down) ... 9.03 / 4.71 eV
2S+1 ... 5

=====

Record 3
DFT (wB97M-V/def2-TZVPD) results for C26H46BiO2P2 as an isolated structure at a distorted geometry.

Last column: Mulliken charge in e.
Positions of all 77 atoms, in Å:
Bi1 -0.00613 -0.37229 -2.11225  0.670
C1 -0.47767 -2.98989 3.50535  0.492
C2 0.88499 -3.13595 3.12545  0.651
C3 0.77890 -1.46746 4.67218  0.775
C4 -0.54244 -1.97859 4.49100  0.424
C5 1.66051 -2.17028 3.81229  0.310
C6 -1.59879 -3.81777 3.03134  -1.706
H1 -1.39665 -4.22917 2.04120  0.391
H2 -2.50806 -3.22186 2.96743  0.397
H3 -1.80714 -4.65879 3.70291  0.266
C7 -1.75509 -1.53906 5.22217  -1.337
H4 -2.65913 -1.91611 4.72183  0.359
H5 -1.80222 -0.44022 5.26380  0.274
H6 -1.74308 -1.91749 6.25876  0.313
C8 1.13188 -0.40840 5.62630  -1.421
H7 1.06036 -0.73646 6.67264  0.326
H8 0.48032 0.47034 5.53230  0.251
H9 2.15601 -0.06058 5.47564  0.366
C9 3.12448 -1.97511 3.72523  -1.609
H10 3.65277 -2.56912 4.48439  0.272
H11 3.37324 -0.92075 3.87536  0.391
H12 3.47114 -2.28729 2.73701  0.375
C10 1.42784 -4.12964 2.17554  -1.539
H13 1.84641 -4.99983 2.70271  0.302
H14 2.23706 -3.70392 1.56550  0.365
H15 0.64988 -4.50278 1.50300  0.340
C11 -1.33575 0.85573 -4.33264  -0.701
C12 -1.61350 -0.44213 -3.96359  -0.400
C13 -1.01999 -1.67717 -4.58865  -1.175
C14 0.50887 -1.67118 -4.83350  -0.884
C15 1.35271 -0.97139 -3.78261  -0.857
C16 1.41346 0.50928 -3.55942  0.427
C17 0.99737 1.57992 -4.57969  -1.041
C18 -0.29412 1.27289 -5.30087  -0.843
H16 -1.51115 -1.89994 -5.54981  0.295
H17 0.75051 -1.38143 -5.87184  0.341
H18 -1.32067 -2.49432 -3.92638  0.376
H19 -0.16424 0.50218 -6.05433  0.291
H20 -2.07181 1.62536 -4.05069  0.671
H21 -2.65878 -0.60172 -3.67222  0.900
H22 -0.64389 2.17112 -5.82645  0.422
H23 0.94584 2.61297 -4.16400  0.116
H24 2.32061 0.77171 -3.00279  0.443
H25 1.84840 1.55336 -5.26008  0.544
H26 0.81884 -2.71688 -4.75263  0.428
H27 2.26614 -1.49413 -3.47543  0.535
P1 -2.15123 1.24641 -1.06472  1.105
P2 1.61527 2.11874 -0.45451  1.042
C19 -1.01205 2.54942 -1.78938  0.456
C20 0.23553 3.24465 -1.13196  -1.662
H28 -1.70233 3.37965 -2.04209  0.767
H29 -0.64689 2.14776 -2.76300  -1.209
H30 0.74212 3.88012 -1.89781  0.694
H31 -0.08045 3.89721 -0.29708  0.587
C21 2.15948 3.04368 1.02666  -1.259
H32 3.14660 2.62840 1.31437  0.410
H33 1.43390 2.89486 1.84016  0.218
H34 2.28759 4.11519 0.78984  0.392
C22 3.17063 2.63582 -1.33223  -1.407
H35 3.01737 3.63395 -1.75613  0.351
H36 3.44181 1.89164 -2.08650  0.371
H37 3.94982 2.66503 -0.54650  0.493
C23 -3.76121 1.84986 -0.94085  -1.352
H38 -4.36867 0.97328 -0.69003  0.472
H39 -3.96805 2.23164 -1.94571  0.445
H40 -3.81924 2.60589 -0.15303  0.409
C24 -2.53333 -0.57233 -1.21624  -1.961
H41 -3.15106 -0.67660 -0.31569  0.722
H42 -1.80307 -1.44719 -1.17976  0.406
H43 -3.19714 -0.79086 -2.05934  0.530
C25 -0.69634 1.92818 2.71720  -0.842
O1 0.07950 1.08176 1.79045  -0.027
C26 -0.38300 0.80354 0.60813  -0.322
O2 -1.66996 1.26379 0.51950  -0.343
H44 -1.58187 1.37053 3.02102  0.300
H45 -0.98131 2.89436 2.25380  0.340
H46 -0.00072 2.08583 3.54996  0.287

Maximum force ... 0.0667 Eh/bohr
Charge ... +1
E_HOMO (spin up / spin down) ... -0.33086 / -0.30239 hartree
M ... 661.58 g/mol
Energy relative to the best compared isomer or geometry (same formula, charge and spin) ... 122.5 kcal per mole
Lowest unoccupied orbital energy (spin up / spin down) ... -3.2 / -3.2 eV
Orbital gap (spin up / spin down) ... 5.81 / 4.98 eV